{
  "formula": "C13H17N3O5",
  "method": "ωB97M-V/def2-TZVPD",
  "symbols": ["O", "O", "O", "O", "O", "N", "N", "N", "C", "C", "C", "C", "C", "C", "C", "C", "C", "C", "C", "C", "C", "H", "H", "H", "H", "H", "H", "H", "H", "H", "H", "H", "H", "H", "H", "H", "H", "H"],
  "positions_angstrom": [[-6.428604, -0.967393, -1.077997], [0.990195, -1.409024, -0.064538], [5.824947, 1.055481, -1.502241], [-1.885916, 2.793757, -0.516595], [0.198214, 3.294931, 0.017292], [0.994810, 0.808785, 0.385892], [3.554486, -1.729228, 0.925797], [5.996369, -0.562365, 0.064140], [-5.098616, 0.370862, 0.331046], [-3.868432, 0.701873, 0.879717], [3.124117, -0.419581, 0.467102], [-4.053001, -1.385782, -0.946695], [-0.401852, 0.956645, 0.030779], [-0.661546, 2.460735, -0.159694], [5.316960, 0.213067, -0.799488], [3.809176, -0.053161, -0.856236], [1.608406, -0.391728, 0.249688], [-5.202810, -0.672193, -0.583908], [-2.706588, 0.009793, 0.515738], [-2.827673, -1.041526, -0.402287], [-1.359801, 0.347223, 1.088973], [3.024340, -2.425605, 0.387840], [-1.449352, 1.018867, 1.949442], [-3.802040, 1.508315, 1.612136], [5.541151, -1.335911, 0.567507], [-4.144463, -2.219618, -1.655037], [3.221723, -1.891766, 1.897984], [-0.888700, -0.589595, 1.457485], [-2.456732, 2.017455, -0.581863], [3.389428, 0.348828, 1.202088], [-6.033431, 0.886750, 0.601736], [1.493482, 1.648211, 0.547702], [-1.945659, -1.620249, -0.672734], [3.642090, -0.852258, -1.580553], [6.996402, -0.473269, 0.084518], [3.403201, 0.828708, -1.289362], [-6.357690, -1.701872, -1.671752], [-0.556580, 0.471847, -0.903627]],
  "forces_ev_per_angstrom": [[-0.2, 0.6, 0.4], [0.3, 0.5, 0.2], [0.3, 0.4, -0.3], [-0.5, 0.4, -0.2], [-0.6, -0.5, -0.1], [-0.6, -1.1, -0.1], [-0.6, -0.7, 0.9], [0.2, -0.8, 0.6], [-0.8, 0.1, 0.0], [0.2, 0.0, 0.0], [-0.1, 0.4, -0.1], [-0.4, -0.1, -0.2], [0.3, 0.8, 1.0], [1.3, 0.0, 0.4], [-0.7, -0.5, 0.2], [0.5, -0.6, 0.1], [-0.4, -0.1, -0.2], [0.7, 0.0, 0.2], [-0.5, -0.1, -0.1], [0.1, 0.0, 0.0], [0.5, -0.5, 0.2], [0.3, 0.3, 0.0], [0.0, 0.0, -0.1], [0.0, -0.2, -0.2], [0.1, 0.7, -0.4], [0.1, 0.3, 0.3], [0.4, 0.3, -0.9], [-0.2, 0.6, -0.3], [-0.2, -0.2, 0.0], [0.0, -0.2, 0.1], [0.6, -0.2, -0.1], [0.6, 0.8, 0.2], [-0.1, 0.1, 0.0], [0.0, -0.1, 0.0], [0.1, 0.1, 0.0], [-0.5, 0.8, -0.3], [0.0, -0.7, -0.6], [-0.3, -0.6, -0.9]],
  "lowdin_charge": [0.07, 0.05, 0.05, 0.16, 0.12, 0.13, 0.04, 0.16, -0.01, -0.05, -0.31, -0.01, -0.20, -0.47, -0.56, -0.06, -0.43, -0.32, -0.26, -0.03, -0.08, 0.09, 0.13, 0.12, 0.08, 0.12, 0.11, 0.13, 0.10, 0.15, 0.13, 0.13, 0.12, 0.14, 0.11, 0.11, 0.09, 0.15],
  "total_energy_ha": -1046.13099,
  "gap_ev": 9.55,
  "e_lumo_ev": 0.50,
  "de_lowest_kcal_mol": 9.2,
  "homo_ev": -9.04,
  "smiles": "NC(=O)C[C@H](N)C(=O)N[C@@H](Cc1ccc(O)cc1)C(=O)O"
}